#w
{
  "formula": "C4H3Br",
  "method": "ωB97M-V/def2-TZVPD",
  "species": ["C", "C", "C", "C", "Br", "H", "H", "H"],
  "positions_angstrom": [[-1.714, -1.440, -0.229], [-2.332, -1.607, 0.838], [-0.586, -1.224, -0.842], [-0.176, 0.108, -1.351], [1.780, 0.226, -1.395], [0.140, -1.977, -0.838], [-0.655, 0.855, -0.790], [-0.533, 0.191, -2.493]],
  "homo_energy_ev": -10.350,
  "gap_ev": 8.79,
  "total_charge": 0
}


#x
{
  "formula": "C4H3Br",
  "method": "ωB97M-V/def2-TZVPD",
  "species": ["C", "C", "C", "C", "Br", "H", "H", "H"],
  "positions_angstrom": [[-0.126, -0.439, -0.054], [0.672, 0.571, 0.100], [2.106, 0.381, -0.058], [3.311, 0.358, -0.070], [5.115, -0.097, 0.009], [-1.250, -0.253, -0.082], [0.386, -1.330, -0.062], [0.466, 1.523, 0.293]],
  "homo_energy_ev": -9.228,
  "gap_ev": 9.85,
  "total_charge": 0
}


Last place for stability: #w


#w
{
  "formula": "C7H8N2O2",
  "method": "ωB97M-V/def2-TZVPD",
  "species": ["H", "N", "C", "C", "C", "C", "C", "C", "O", "N", "C", "O", "H", "H", "H", "H", "H", "H", "H"],
  "positions_angstrom": [[0.320, -2.934, 0.231], [-0.102, -2.124, -0.196], [0.577, -1.106, -0.280], [1.962, -0.989, 0.226], [2.517, 0.189, 0.467], [1.812, 1.397, 0.302], [0.627, 1.408, -0.360], [0.008, 0.202, -0.898], [-1.392, 0.170, -0.974], [-2.092, 0.336, 0.299], [-3.397, 0.028, 0.207], [-1.565, 0.832, 1.239], [2.414, -1.921, 0.404], [3.540, 0.265, 0.852], [2.219, 2.278, 0.644], [0.261, 2.294, -0.638], [0.332, 0.057, -1.878], [-3.899, -0.299, -0.672], [-4.140, -0.083, 1.024]],
  "homo_energy_ev": -8.578,
  "gap_ev": 8.75,
  "total_charge": 0
}


#x
{
  "formula": "C7H8N2O2",
  "method": "ωB97M-V/def2-TZVPD",
  "species": ["C", "C", "C", "C", "C", "C", "C", "N", "N", "O", "O", "H", "H", "H", "H", "H", "H", "H", "H"],
  "positions_angstrom": [[-1.357, 1.224, 2.615], [-1.996, 1.880, 1.637], [-0.357, 0.813, 0.622], [1.229, -0.371, 0.111], [-0.294, 0.574, 1.960], [1.467, -0.652, 1.406], [0.602, -1.396, -1.982], [-1.419, 1.633, 0.424], [1.529, -0.517, -1.191], [0.756, -0.157, 2.472], [2.405, -1.584, 1.794], [-1.560, 1.131, 3.702], [-2.854, 2.403, 1.685], [-0.275, -1.786, -1.335], [0.106, -0.647, -2.599], [1.093, -2.056, -2.574], [-1.661, 2.268, -0.349], [1.743, 0.325, -1.694], [1.991, -2.191, 2.371]],
  "homo_energy_ev": -7.737,
  "gap_ev": 8.47,
  "total_charge": 0
}


Last place for stability: #w


#w
{
  "formula": "C46H40N7PTi",
  "method": "ωB97M-V/def2-TZVPD",
  "species": ["Ti", "C", "C", "N", "C", "C", "C", "C", "C", "C", "C", "N", "C", "C", "C", "C", "C", "C", "C", "C", "N", "C", "H", "H", "H", "H", "H", "H", "H", "H", "H", "H", "H", "H", "C", "C", "C", "C", "C", "C", "P", "C", "C", "C", "C", "C", "C", "C", "C", "C", "C", "C", "C", "C", "C", "C", "C", "H", "H", "H", "H", "H", "H", "H", "H", "H", "H", "H", "H", "H", "H", "H", "H", "C", "N", "C", "N", "C", "N", "C", "N", "C", "C", "H", "H", "H", "H", "H", "H", "H", "H", "H", "H", "H", "H"],
  "positions_angstrom": [[0.609, 0.536, -0.134], [1.197, 1.350, 4.215], [0.639, 1.351, 2.932], [1.300, 0.909, 1.876], [2.599, 0.524, 2.017], [3.212, 0.421, 3.275], [2.463, 0.854, 4.391], [4.531, -0.085, 3.342], [5.163, -0.457, 2.192], [4.561, -0.295, 0.923], [3.297, 0.243, 0.815], [2.548, 0.524, -0.342], [3.129, 0.674, -1.615], [4.456, 0.814, -1.946], [4.852, 0.955, -3.296], [3.944, 0.997, -4.311], [2.563, 0.947, -4.005], [1.541, 1.114, -4.962], [0.233, 1.176, -4.554], [-0.059, 1.040, -3.194], [0.869, 0.804, -2.285], [2.174, 0.788, -2.663], [0.614, 1.721, 5.045], [-0.366, 1.708, 2.760], [2.903, 0.806, 5.379], [5.017, -0.179, 4.304], [6.160, -0.872, 2.234], [5.114, -0.618, 0.056], [5.224, 0.855, -1.193], [5.908, 1.042, -3.512], [4.254, 1.110, -5.341], [1.803, 1.230, -6.006], [-0.574, 1.351, -5.252], [-1.071, 1.157, -2.831], [-5.789, -0.890, -2.014], [-4.580, -0.657, -2.655], [-3.463, -0.301, -1.917], [-3.537, -0.170, -0.534], [-4.754, -0.424, 0.105], [-5.872, -0.777, -0.633], [-2.119, 0.382, 0.448], [-2.417, -0.386, 2.076], [-2.540, -1.775, 2.141], [-2.755, -2.413, 3.350], [-2.859, -1.668, 4.518], [-2.765, -0.286, 4.464], [-2.551, 0.354, 3.250], [-2.265, 2.170, 0.669], [-3.445, 2.707, 1.132], [-3.616, 4.094, 1.258], [-2.603, 4.927, 0.878], [-1.387, 4.417, 0.365], [-0.373, 5.302, -0.070], [0.786, 4.828, -0.608], [0.988, 3.438, -0.717], [0.055, 2.527, -0.277], [-1.190, 3.012, 0.258], [-6.661, -1.170, -2.589], [-4.505, -0.760, -3.729], [-2.528, -0.152, -2.440], [-4.838, -0.353, 1.182], [-6.809, -0.967, -0.129], [-2.512, -2.363, 1.230], [-2.857, -3.489, 3.382], [-3.033, -2.165, 5.462], [-2.877, 0.301, 5.366], [-2.514, 1.435, 3.222], [-4.265, 2.051, 1.399], [-4.547, 4.492, 1.636], [-2.722, 6.001, 0.949], [-0.542, 6.368, 0.017], [1.552, 5.509, -0.953], [1.924, 3.096, -1.146], [0.721, -2.341, 0.698], [0.724, -3.782, 0.611], [1.920, -4.207, -0.126], [1.930, -3.645, -1.477], [1.922, -2.207, -1.391], [0.707, -1.684, -0.663], [-0.490, -2.229, -1.401], [-0.479, -3.668, -1.488], [-0.456, -4.228, -0.135], [0.734, -4.096, -2.189], [1.626, -2.013, 1.218], [-0.158, -2.004, 1.255], [1.932, -5.294, -0.188], [2.811, -3.878, 0.413], [1.924, -1.786, -2.396], [2.808, -1.877, -0.852], [-0.482, -1.800, -2.406], [-1.393, -1.900, -0.886], [-0.445, -5.315, -0.199], [-1.358, -3.925, 0.398], [0.735, -3.680, -3.198], [0.745, -5.183, -2.259]],
  "homo_energy_ev": -13.032,
  "gap_ev": 6.69,
  "total_charge": 2
}


#x
{
  "formula": "C46H40N7PTi",
  "method": "ωB97M-V/def2-TZVPD",
  "species": ["Ti", "C", "C", "N", "C", "C", "C", "C", "C", "C", "C", "N", "C", "C", "C", "C", "C", "C", "C", "C", "N", "C", "H", "H", "H", "H", "H", "H", "H", "H", "H", "H", "H", "H", "C", "C", "C", "C", "C", "C", "P", "C", "C", "C", "C", "C", "C", "C", "C", "C", "C", "C", "C", "C", "C", "C", "C", "H", "H", "H", "H", "H", "H", "H", "H", "H", "H", "H", "H", "H", "H", "H", "H", "C", "N", "C", "N", "C", "N", "C", "N", "C", "C", "H", "H", "H", "H", "H", "H", "H", "H", "H", "H", "H", "H"],
  "positions_angstrom": [[-0.199, 0.018, 0.197], [-2.980, 1.610, -2.994], [-2.031, 0.761, -2.409], [-1.312, 1.104, -1.359], [-1.452, 2.374, -0.864], [-2.420, 3.268, -1.344], [-3.200, 2.842, -2.442], [-2.528, 4.542, -0.733], [-1.666, 4.887, 0.268], [-0.644, 4.004, 0.691], [-0.522, 2.764, 0.133], [0.465, 1.786, 0.416], [1.808, 1.971, -0.001], [2.714, 2.900, 0.418], [4.026, 2.915, -0.117], [4.409, 2.029, -1.081], [3.483, 1.067, -1.557], [3.733, 0.166, -2.616], [2.750, -0.695, -3.025], [1.529, -0.715, -2.342], [1.258, 0.109, -1.349], [2.206, 1.027, -0.981], [-3.538, 1.269, -3.855], [-1.870, -0.230, -2.805], [-3.952, 3.506, -2.851], [-3.287, 5.234, -1.077], [-1.744, 5.860, 0.735], [0.056, 4.327, 1.453], [2.434, 3.634, 1.165], [4.729, 3.654, 0.244], [5.409, 2.058, -1.497], [4.699, 0.173, -3.106], [2.908, -1.380, -3.847], [0.774, -1.450, -2.589], [-5.817, -2.635, -2.561], [-4.510, -2.602, -3.029], [-3.489, -2.174, -2.196], [-3.766, -1.766, -0.891], [-5.076, -1.808, -0.422], [-6.096, -2.247, -1.257], [-2.392, -1.337, 0.221], [-3.216, -0.549, 1.636], [-3.578, -1.219, 2.801], [-4.251, -0.542, 3.808], [-4.577, 0.801, 3.654], [-4.242, 1.469, 2.483], [-3.566, 0.795, 1.476], [-1.687, -2.924, 0.710], [-2.471, -4.012, 0.995], [-1.889, -5.263, 1.276], [-0.533, -5.397, 1.232], [0.306, -4.296, 0.926], [1.713, -4.455, 0.893], [2.520, -3.392, 0.610], [1.952, -2.131, 0.338], [0.593, -1.901, 0.354], [-0.264, -3.025, 0.653], [-6.616, -2.968, -3.212], [-4.285, -2.922, -4.039], [-2.468, -2.207, -2.558], [-5.318, -1.492, 0.587], [-7.110, -2.288, -0.882], [-3.343, -2.270, 2.922], [-4.531, -1.066, 4.713], [-5.104, 1.322, 4.443], [-4.516, 2.508, 2.350], [-3.334, 1.312, 0.552], [-3.552, -3.920, 0.986], [-2.520, -6.110, 1.510], [-0.073, -6.360, 1.424], [2.135, -5.433, 1.093], [3.596, -3.512, 0.584], [2.645, -1.324, 0.130], [1.740, 0.181, 2.782], [2.050, 0.268, 4.190], [1.666, -0.984, 4.852], [0.231, -1.238, 4.690], [-0.066, -1.326, 3.279], [0.269, -0.056, 2.525], [-0.467, 1.067, 3.228], [-0.158, 1.147, 4.637], [1.284, 1.363, 4.791], [-0.511, -0.123, 5.283], [2.289, -0.649, 2.344], [2.025, 1.108, 2.296], [1.901, -0.914, 5.912], [2.231, -1.811, 4.421], [-1.119, -1.535, 3.140], [0.522, -2.129, 2.847], [-1.537, 0.910, 3.101], [-0.177, 1.998, 2.751], [1.526, 1.428, 5.851], [1.561, 2.304, 4.311], [-1.581, -0.297, 5.172], [-0.272, -0.060, 6.343]],
  "homo_energy_ev": -13.173,
  "gap_ev": 7.01,
  "total_charge": 2
}


Last place for stability: #x


#w
{
  "formula": "C35H30Cl2N3O8OsS",
  "method": "ωB97M-V/def2-TZVPD",
  "species": ["Os", "Cl", "C", "C", "C", "C", "O", "C", "C", "N", "C", "C", "C", "C", "C", "C", "C", "C", "N", "C", "C", "H", "H", "H", "H", "H", "H", "H", "H", "H", "H", "C", "C", "C", "C", "C", "C", "C", "S", "O", "O", "N", "C", "C", "C", "O", "O", "H", "H", "H", "H", "H", "H", "H", "H", "H", "H", "H", "H", "C", "C", "C", "C", "Cl", "C", "C", "C", "O", "C", "C", "O", "O", "H", "H", "H", "H", "H", "H", "H", "H"],
  "positions_angstrom": [[-0.826, 0.190, 0.295], [-3.287, -4.401, 5.278], [-2.875, -3.476, 3.880], [-3.732, -3.475, 2.776], [-3.414, -2.748, 1.651], [-2.248, -1.982, 1.607], [-2.001, -1.315, 0.475], [-1.379, -1.986, 2.715], [-0.109, -1.326, 2.728], [0.325, -0.481, 1.852], [1.655, 0.034, 1.922], [2.586, -0.185, 2.902], [3.866, 0.399, 2.800], [4.209, 1.188, 1.738], [3.265, 1.441, 0.717], [3.510, 2.245, -0.421], [2.523, 2.433, -1.346], [1.270, 1.831, -1.147], [1.026, 1.071, -0.103], [1.994, 0.860, 0.831], [-1.710, -2.758, 3.845], [-4.645, -4.054, 2.813], [-4.063, -2.743, 0.786], [0.549, -1.598, 3.546], [2.371, -0.799, 3.764], [4.585, 0.209, 3.585], [5.197, 1.622, 1.667], [4.482, 2.707, -0.544], [2.678, 3.046, -2.223], [0.451, 1.990, -1.839], [-1.037, -2.780, 4.693], [-0.867, 6.668, -2.322], [-2.007, 5.797, -1.876], [-3.069, 6.322, -1.145], [-4.124, 5.517, -0.733], [-4.111, 4.172, -1.063], [-3.072, 3.627, -1.807], [-2.028, 4.440, -2.203], [-5.383, 3.104, -0.470], [-6.390, 3.937, 0.109], [-5.671, 2.123, -1.473], [-4.702, 2.244, 0.752], [-4.182, 2.866, 1.956], [-2.717, 3.321, 1.838], [-1.891, 2.180, 1.363], [-1.120, 2.251, 0.351], [-1.941, 1.018, 1.873], [-1.026, 7.707, -2.036], [-0.749, 6.627, -3.406], [0.073, 6.337, -1.875], [-3.079, 7.377, -0.902], [-4.955, 5.921, -0.171], [-3.080, 2.578, -2.075], [-1.223, 4.018, -2.795], [-4.331, 1.352, 0.458], [-4.275, 2.148, 2.770], [-4.817, 3.716, 2.199], [-2.346, 3.643, 2.814], [-2.590, 4.144, 1.135], [-4.265, 1.827, -4.846], [-2.799, 2.122, -4.967], [-2.336, 3.329, -5.465], [-0.975, 3.593, -5.547], [-0.442, 5.123, -6.174], [-0.048, 2.666, -5.122], [-0.492, 1.443, -4.624], [-1.851, 1.173, -4.567], [-2.374, -0.031, -4.156], [-1.535, -0.900, -3.458], [-1.227, -0.391, -2.078], [-0.220, -0.827, -1.421], [-1.942, 0.464, -1.490], [-4.854, 2.670, -5.201], [-4.543, 1.630, -3.808], [-4.533, 0.943, -5.425], [-3.045, 4.081, -5.785], [1.010, 2.877, -5.199], [0.242, 0.706, -4.328], [-0.600, -1.130, -3.975], [-2.077, -1.840, -3.341]],
  "homo_energy_ev": -10.795,
  "gap_ev": 6.57,
  "total_charge": 1
}


#x
{
  "formula": "C35H30Cl2N3O8OsS",
  "method": "ωB97M-V/def2-TZVPD",
  "species": ["Os", "Cl", "C", "C", "C", "C", "O", "C", "C", "N", "C", "C", "C", "C", "C", "C", "C", "C", "N", "C", "C", "H", "H", "H", "H", "H", "H", "H", "H", "H", "H", "C", "C", "C", "C", "C", "C", "C", "S", "O", "O", "N", "C", "C", "C", "O", "O", "H", "H", "H", "H", "H", "H", "H", "H", "H", "H", "H", "H", "C", "C", "C", "C", "Cl", "C", "C", "C", "O", "C", "C", "O", "O", "H", "H", "H", "H", "H", "H", "H", "H"],
  "positions_angstrom": [[1.086, 0.393, 0.768], [2.319, -1.182, 7.763], [1.963, -1.114, 6.075], [1.616, -2.316, 5.390], [1.396, -2.311, 4.050], [1.486, -1.112, 3.290], [1.343, -1.185, 2.022], [1.750, 0.111, 3.994], [1.784, 1.359, 3.401], [1.550, 1.681, 2.125], [1.618, 3.040, 1.661], [2.000, 4.131, 2.389], [1.996, 5.416, 1.801], [1.627, 5.596, 0.499], [1.254, 4.480, -0.286], [0.885, 4.558, -1.649], [0.552, 3.419, -2.327], [0.567, 2.188, -1.650], [0.902, 2.092, -0.381], [1.253, 3.215, 0.310], [2.019, 0.054, 5.405], [1.538, -3.236, 5.954], [1.153, -3.219, 3.516], [2.031, 2.175, 4.071], [2.314, 4.037, 3.419], [2.299, 6.262, 2.402], [1.628, 6.582, 0.054], [0.874, 5.522, -2.142], [0.278, 3.441, -3.371], [0.307, 1.264, -2.151], [2.267, 0.964, 5.937], [-5.484, 3.809, -1.199], [-5.107, 2.353, -1.174], [-5.407, 1.558, -0.072], [-5.127, 0.200, -0.073], [-4.514, -0.365, -1.182], [-4.189, 0.412, -2.288], [-4.490, 1.763, -2.277], [-4.284, -2.117, -1.275], [-5.123, -2.731, -0.289], [-4.374, -2.462, -2.658], [-2.742, -2.434, -0.816], [-2.419, -2.715, 0.581], [-2.343, -1.486, 1.491], [-1.254, -0.533, 1.129], [-0.889, 0.396, 1.895], [-0.607, -0.629, 0.041], [-5.593, 4.207, -0.191], [-6.439, 3.939, -1.712], [-4.741, 4.401, -1.733], [-5.888, 2.004, 0.791], [-5.418, -0.428, 0.759], [-3.742, -0.057, -3.155], [-4.266, 2.371, -3.147], [-2.038, -1.911, -1.319], [-1.469, -3.248, 0.592], [-3.200, -3.372, 0.954], [-2.172, -1.793, 2.524], [-3.284, -0.933, 1.466], [3.111, -5.043, -1.537], [2.737, -4.016, -2.569], [1.900, -4.318, -3.632], [1.572, -3.358, -4.577], [0.536, -3.771, -5.907], [2.065, -2.074, -4.468], [2.897, -1.754, -3.403], [3.226, -2.716, -2.464], [4.076, -2.487, -1.397], [4.351, -1.171, -1.016], [3.142, -0.442, -0.470], [3.267, 0.612, 0.201], [1.975, -0.865, -0.657], [2.613, -5.991, -1.731], [2.841, -4.698, -0.538], [4.190, -5.208, -1.534], [1.489, -5.316, -3.725], [1.812, -1.331, -5.212], [3.286, -0.747, -3.322], [4.781, -0.579, -1.831], [5.081, -1.231, -0.211]],
  "homo_energy_ev": -10.516,
  "gap_ev": 5.84,
  "total_charge": 1
}


Last place for stability: #x